A structure of composition C36H45N2O3P2PtS4Si, computed with ωB97M-V with the def2-TZVPD basis set.

Multiplicity: 1
ΔE to the lowest compared entry with this formula, charge and spin in kJ/mol: 19.6
Net charge: +1

Positions of all 94 atoms, in Å:
Pt  0.4843  0.0145  0.7616
S  1.9751  0.0025  2.6014
C  2.4359  1.4251  1.7379
N  1.8309  1.4810  0.5750
C  2.1680  2.6077  -0.1769
C  1.7885  2.9171  -1.4791
C  2.3057  4.0599  -2.0518
C  3.1929  4.8875  -1.3568
C  3.5975  4.5724  -0.0759
C  3.0799  3.4180  0.5032
S  3.4732  2.7382  2.0665
H  1.0976  2.2752  -2.0032
H  2.0169  4.3213  -3.0612
H  3.5757  5.7812  -1.8304
H  4.2980  5.1996  0.4581
C  -5.3888  1.5756  -0.1917
C  -4.3292  1.9660  0.8209
C  -4.3053  3.4527  1.1126
O  -3.0356  1.4147  0.4077
P  -1.9377  2.1184  -0.5196
S  -0.9336  3.5738  0.2496
S  -0.8277  0.4906  -1.1499
O  -2.8217  2.4510  -1.7971
C  -2.5488  3.3679  -2.9045
C  -2.9564  4.7752  -2.5203
C  -1.1205  3.2734  -3.3988
H  -6.3778  1.7859  0.2181
H  -5.3338  0.5098  -0.4178
H  -5.2689  2.1331  -1.1184
H  -4.5263  1.4385  1.7571
H  -4.1235  4.0352  0.2114
H  -3.5391  3.7023  1.8431
H  -5.2810  3.7388  1.5098
H  -3.2177  2.9917  -3.6788
H  -2.3142  5.1562  -1.7271
H  -3.9933  4.7986  -2.1846
H  -2.8673  5.4298  -3.3881
H  -0.4267  3.6868  -2.6679
H  -1.0349  3.8467  -4.3228
H  -0.8488  2.2386  -3.6134
C  3.2441  -4.4883  3.6714
C  4.1977  -3.9223  2.8393
C  3.8081  -3.1259  1.7712
C  2.4561  -2.8904  1.5051
C  1.5115  -3.4619  2.3613
C  1.8973  -4.2527  3.4325
Si  1.9656  -1.8220  0.0527
C  3.4850  -1.3442  -0.9147
C  4.1071  -2.4779  -1.4624
C  5.2346  -2.3648  -2.2582
C  5.7631  -1.1110  -2.5365
C  5.1553  0.0191  -2.0165
C  4.0260  -0.0980  -1.2154
C  0.8539  -2.7640  -1.1176
C  0.5487  -4.1088  -0.8863
C  -0.1694  -4.8495  -1.8182
C  -0.5861  -4.2597  -3.0027
C  -0.2637  -2.9332  -3.2630
C  0.4568  -2.2005  -2.3331
H  3.5487  -5.1067  4.5055
H  5.2498  -4.0952  3.0240
H  4.5715  -2.6798  1.1464
H  0.4661  -3.2676  2.1950
H  1.1481  -4.6856  4.0842
H  3.7059  -3.4688  -1.2722
H  5.6964  -3.2549  -2.6648
H  6.6426  -1.0185  -3.1601
H  5.5538  1.0020  -2.2332
H  3.5784  0.8026  -0.8369
H  0.8804  -4.5929  0.0245
H  -0.3888  -5.8917  -1.6230
H  -1.1415  -4.8363  -3.7309
H  -0.5636  -2.4729  -4.1955
H  0.7252  -1.1773  -2.5716
C  -1.2870  1.8631  5.3361
C  -1.1604  1.5082  3.9280
N  -1.0384  1.2375  2.8204
H  -0.6801  2.7430  5.5430
H  -0.9443  1.0391  5.9591
H  -2.3244  2.0873  5.5764
C  -2.8550  -2.1174  -0.4977
P  -2.2067  -2.0861  1.1662
C  -2.1688  -3.8058  1.6722
C  -3.4042  -1.2832  2.2284
O  -0.8567  -1.4175  1.3977
H  -3.7441  -2.7521  -0.4904
H  -2.1097  -2.5429  -1.1718
H  -3.1073  -1.1132  -0.8247
H  -3.1843  -4.1956  1.5776
H  -1.8556  -3.9034  2.7105
H  -1.5077  -4.3790  1.0262
H  -4.4243  -1.5776  1.9818
H  -3.2773  -0.2087  2.0989
H  -3.1903  -1.5489  3.2641

=====

A structure of composition C36H46B2BaF4N9O8, computed with ωB97M-V with the def2-TZVPD basis set.

Multiplicity: 1
ΔE to the lowest compared entry with this formula, charge and spin in kJ/mol: 469.7
Net charge: +1

Positions of all 106 atoms, in Å:
Ba  -2.1063  1.0349  -0.0974
C  1.6706  1.2832  3.0485
C  1.0323  1.2933  1.7058
N  -0.0938  0.8384  1.3949
O  -1.0036  0.3204  2.2654
B  -1.8551  1.0260  3.3233
F  -3.0577  0.3132  3.1784
F  -1.2875  0.8845  4.5648
O  -2.1100  2.4786  3.1160
N  -2.4390  2.7808  1.8306
C  -2.7790  3.9858  1.5769
C  -2.9569  5.0391  2.6198
C  -2.7611  4.3186  0.0985
N  -1.8499  3.6642  -0.5115
O  -1.6617  3.8312  -1.8553
B  -0.5093  2.9770  -2.2798
F  -0.9304  1.5864  -2.3889
F  -0.0795  3.3830  -3.5196
O  0.5493  3.0119  -1.2707
N  0.8766  1.7278  -0.8178
C  1.7173  1.6763  0.3949
C  2.5660  2.9203  0.6038
C  -3.6755  5.3273  -0.5115
H  1.1142  0.6153  3.7039
H  1.6506  2.2801  3.4934
H  2.7097  0.9673  2.9665
H  -3.9309  4.9417  3.1038
H  -2.8748  6.0387  2.1994
H  -2.2017  4.9043  3.3932
H  3.0589  3.2422  -0.3086
H  3.3059  2.7676  1.3900
H  1.8890  3.7177  0.9111
H  -4.6154  4.8476  -0.7963
H  -3.2258  5.7460  -1.4093
H  -3.9114  6.1255  0.1898
C  7.8660  -2.1111  1.2067
O  6.5676  -2.1246  0.6201
C  6.1466  -3.2862  0.0637
C  6.8959  -4.4577  0.0162
C  6.3741  -5.5931  -0.5848
C  5.1150  -5.5759  -1.1620
C  4.3733  -4.4068  -1.1319
C  4.8697  -3.2725  -0.5039
N  4.1067  -2.0613  -0.4946
C  2.8587  -2.0137  -0.0197
N  2.3573  -3.1018  0.5639
C  0.9892  -2.9714  0.5882
C  0.6187  -1.8040  -0.0569
C  -0.8565  -1.7634  -0.3117
C  -1.6139  -2.6658  0.3841
C  -1.1656  -3.6901  1.2214
C  0.1785  -3.9097  1.2389
O  0.8558  -4.8935  1.8702
C  0.1028  -5.7164  2.7619
N  1.8988  -1.0293  -0.0703
C  2.4148  0.4154  -0.3641
C  1.8414  0.9772  -1.6452
C  2.7878  1.7511  -2.5116
C  4.0922  1.7814  -2.2557
C  4.6524  1.2316  -1.0157
C  3.8804  0.6008  -0.1233
O  4.2285  0.2284  1.1348
C  5.4974  0.6751  1.6041
H  8.0086  -1.1098  1.6025
H  8.6343  -2.3192  0.4606
H  7.9324  -2.8332  2.0218
H  7.8847  -4.4919  0.4471
H  6.9692  -6.4960  -0.6099
H  4.7201  -6.4552  -1.6505
H  3.4035  -4.3618  -1.6117
H  4.5893  -1.2068  -0.7364
H  2.8813  -3.9007  0.8811
H  -1.4046  -1.2357  -1.0726
H  -2.6699  -2.6812  0.1349
H  -1.8686  -4.3397  1.7193
H  -0.6177  -6.3229  2.2112
H  -0.4104  -5.1021  3.5029
H  0.8235  -6.3624  3.2523
H  1.3475  0.2263  -2.2718
H  2.3639  2.2244  -3.3877
H  4.7718  2.2948  -2.9228
H  5.6844  1.4538  -0.7833
H  5.5891  0.3072  2.6220
H  5.5396  1.7666  1.5928
H  6.3027  0.2700  0.9930
C  -4.7302  0.5411  -3.9157
N  -5.8304  0.3708  -2.9823
C  -7.1464  0.1922  -3.5807
C  -8.1076  -0.4175  -2.5841
C  -8.0608  0.3887  -1.3041
N  -6.6920  0.4630  -0.8151
C  -6.5279  0.6976  0.6087
C  -5.6229  0.4997  -1.6493
O  -4.4661  0.6514  -1.2002
H  -4.4823  -0.4065  -4.3995
H  -3.8553  0.9214  -3.4003
H  -5.0188  1.2571  -4.6871
H  -7.0318  -0.4547  -4.4521
H  -7.5232  1.1568  -3.9398
H  -7.8207  -1.4500  -2.3742
H  -9.1172  -0.4245  -2.9930
H  -8.6647  -0.0815  -0.5275
H  -8.4635  1.3956  -1.4653
H  -7.0515  -0.0766  1.1708
H  -6.9409  1.6695  0.8915
H  -5.4780  0.6732  0.8761

=====

A cluster of 7 separate species, C36H46BBrN7O3P in total, computed with ωB97M-V with the def2-TZVPD basis set.

Multiplicity: 1
SMILES: CC[PH](Br)(B(O)OC)N(C)C(C)=O.c1ccncc1.c1ccncc1.c1ccncc1.c1ccncc1.c1ccncc1.c1ccncc1

Positions of all 95 atoms, in Å:
C  -2.1571  0.6344  3.1949
C  -1.6994  0.9912  1.6560
P  -2.5424  0.0108  0.2764
Br  -4.3462  -0.5741  1.5229
B  -3.8169  0.7189  -1.0240
O  -3.5556  0.3422  -2.4401
O  -5.0024  1.5534  -0.6185
C  -4.5688  2.9409  -0.9118
N  -1.2824  0.3043  -0.9335
C  -0.7598  1.7050  -0.9791
C  -0.2228  -0.7632  -0.9939
C  1.0915  -0.9242  -0.0314
O  -0.3710  -1.7065  -1.9657
H  -1.3053  1.1007  3.8915
H  -2.1424  -0.5223  3.4490
H  -3.1505  1.1750  3.5434
H  -1.9413  2.1509  1.5077
H  -0.5066  0.9333  1.6723
H  -2.2411  -1.4226  0.1569
H  -3.5231  -0.6719  -2.5401
H  -3.7847  2.8916  -1.8049
H  -3.9789  3.4354  -0.0090
H  -5.5396  3.5317  -1.2138
H  -1.4834  2.5539  -0.6384
H  0.1974  1.7852  -0.2706
H  -0.3380  1.8984  -2.0756
H  2.0233  -0.4611  -0.5831
H  0.9537  -0.5676  1.0741
H  1.3147  -2.0953  0.0327
C  -1.5052  -3.0981  -6.9774
C  -2.8064  -2.6085  -6.9361
C  -3.2525  -2.0305  -5.7583
N  -2.4973  -1.9177  -4.6437
C  -1.2390  -2.4036  -4.7135
C  -0.7024  -2.9947  -5.8460
H  -1.1199  -3.5566  -7.8834
H  -3.4576  -2.6749  -7.8003
H  -4.2591  -1.6308  -5.6772
H  -0.6533  -2.3028  -3.8040
H  0.3161  -3.3660  -5.8462
C  3.7834  2.9408  3.0771
C  3.7532  2.5711  1.7366
C  3.4525  1.2546  1.4261
N  3.1899  0.3056  2.3512
C  3.2283  0.6939  3.6443
C  3.5154  1.9864  4.0530
H  4.0140  3.9640  3.3591
H  3.9585  3.2909  0.9524
H  3.4135  0.9178  0.3943
H  3.0159  -0.0877  4.3683
H  3.5304  2.2428  5.1063
C  -1.5286  -6.9370  -5.8628
C  -1.5936  -6.2187  -4.6735
C  -1.4478  -6.9098  -3.4813
N  -1.2495  -8.2440  -3.4057
C  -1.1928  -8.9147  -4.5768
C  -1.3234  -8.3121  -5.8176
H  -1.6371  -6.4296  -6.8170
H  -1.7535  -5.1465  -4.6748
H  -1.4878  -6.3934  -2.5266
H  -1.0349  -9.9860  -4.4888
H  -1.2674  -8.9002  -6.7266
C  7.8913  2.0319  -1.0722
C  8.7282  3.1205  -1.2935
C  9.0136  3.9559  -0.2254
N  8.5226  3.7770  1.0205
C  7.7116  2.7126  1.2043
C  7.3715  1.8200  0.2005
H  7.6460  1.3543  -1.8848
H  9.1486  3.3138  -2.2739
H  9.6642  4.8171  -0.3467
H  7.3283  2.5921  2.2137
H  6.7169  0.9805  0.4056
C  -7.9481  -4.2520  1.2657
C  -7.1112  -3.1633  1.0444
C  -6.8259  -2.3279  2.1125
N  -7.3169  -2.5069  3.3584
C  -8.1279  -3.5713  3.5422
C  -8.4680  -4.4639  2.5384
H  -8.1934  -4.9296  0.4531
H  -6.6909  -2.9701  0.0640
H  -6.1753  -1.4667  1.9912
H  -8.5111  -3.6917  4.5516
H  -9.1226  -5.3034  2.7435
C  4.5480  8.2170  6.1174
C  4.5179  7.8473  4.7769
C  4.2171  6.5308  4.4664
N  3.9545  5.5818  5.3915
C  3.9930  5.9702  6.6846
C  4.2800  7.2626  7.0933
H  4.7786  9.2402  6.3994
H  4.7231  8.5671  3.9926
H  4.1781  6.1940  3.4345
H  3.7805  5.1885  7.4086
H  4.2951  7.5190  8.1465

=====

no.,HOMO (eV),gap between HOMO and LUMO (eV)
1,-10.3,7.3925
2,-10.4,8.5124
3,-9.0,9.1509